# 1
14
Properties=species:S:1:pos:R:3 method="wB97M-V/def2-TZVPD" de_lowest_kcal_mol=52.76 smiles="C/C=C/C=C/O" orbital_gap_ev=8.8 homo_energy_ev=-7.97 lumo_energy_ev=0.807
C -0.36 0.48 -0.66
C -0.02 1.11 -1.98
C 0.43 -0.41 1.61
H -0.86 -2.12 1.29
H 0.48 2.06 -1.83
C -0.29 -1.31 0.85
H 0.64 0.47 -2.58
O 0.29 -0.39 2.98
H -0.93 1.29 -2.57
H 1.03 0.10 3.36
H -0.41 -1.60 -1.30
H 1.35 0.05 1.27
H -0.88 1.13 0.03
C -0.45 -0.88 -0.48


# 2
17
Properties=species:S:1:pos:R:3 method="wB97M-V/def2-TZVPD" de_lowest_kcal_mol=0.00 charge=+1 s_squared=2.01 orbital_gap_ev="6.9 / 5.6" homo_energy_ev="-10.54 / -13.30" multiplicity=3 lumo_energy_ev="-3.612 / -7.735"
C -1.09 -0.13 0.23
H -1.88 -0.96 0.43
H -0.05 -1.48 1.61
H -0.93 -0.15 -1.90
H 0.13 -1.42 -0.97
H 1.56 -0.12 2.26
C 0.96 0.24 1.40
H 0.53 1.43 -0.89
I 2.49 -2.09 -0.01
H 1.43 0.60 -2.03
N 0.88 0.50 -1.10
N -0.25 -0.48 1.38
H 0.84 1.36 1.51
H -1.59 0.80 0.40
C -0.39 -0.42 -1.07
I 3.51 1.47 -0.01
C 1.79 0.06 0.13


# 3
20
Properties=species:S:1:pos:R:3 method="wB97M-V/def2-TZVPD" de_lowest_kcal_mol=66.43 smiles="CC/C=C/N.O.O" orbital_gap_ev=8.2 homo_energy_ev=-7.55 lumo_energy_ev=0.694
H 1.75 2.16 -1.31
C -0.07 0.65 1.19
N -1.33 0.24 1.59
H 3.28 0.37 -1.10
H 0.58 -2.42 1.06
H -1.47 0.24 2.52
C 2.52 0.25 -0.33
H 0.61 0.11 1.81
H -3.27 -1.10 -1.85
O -2.49 -0.48 -1.97
H 2.95 -0.15 0.65
O -0.06 -2.54 0.35
H -0.62 -1.84 0.47
H 1.97 -0.54 -0.83
C 1.79 1.60 -0.32
H -2.28 -0.35 -2.94
H -0.32 1.00 -1.08
H -2.10 0.63 1.07
C 0.21 1.18 -0.09
H 1.95 2.32 0.59


# 4
97
Properties=species:S:1:pos:R:3 method="wB97M-V/def2-TZVPD" charge=+3 orbital_gap_ev=2.3 homo_energy_ev=-15.89 lumo_energy_ev=-13.607
H -19.26 -13.87 7.04
H -19.28 -14.45 2.44
C -25.14 -15.59 9.34
C -23.90 -22.76 5.00
H -17.43 -11.24 5.75
O -18.26 -19.85 6.74
H -23.57 -13.63 7.40
C -19.91 -16.95 9.83
H -16.64 -16.14 4.87
In -20.26 -17.50 6.14
H -19.56 -17.11 10.85
C -24.41 -18.53 5.81
H -24.24 -15.49 9.96
H -16.43 -12.67 4.38
O -19.57 -14.69 7.41
H -19.74 -18.86 9.62
C -16.73 -13.25 6.18
C -16.35 -17.33 6.75
H -19.05 -22.20 4.48
C -25.76 -24.22 4.72
H -21.19 -15.87 2.58
O -23.70 -14.55 7.65
C -23.94 -18.40 4.35
H -15.60 -16.59 7.05
H -22.43 -19.26 3.40
H -22.19 -21.48 5.52
O -21.72 -16.18 8.51
C -25.01 -14.56 8.18
H -23.00 -15.52 4.60
C -21.38 -16.53 9.86
H -20.10 -14.43 8.16
O -16.82 -13.44 4.81
O -22.63 -18.84 4.24
H -15.65 -17.43 4.75
H -24.07 -17.41 3.92
O -23.65 -17.74 6.73
H -17.25 -18.11 3.62
H -17.45 -21.64 6.24
H -25.20 -17.52 9.55
H -21.10 -20.17 8.64
H -22.08 -20.52 7.54
H -20.18 -16.47 1.28
H -26.38 -23.36 4.48
H -21.19 -23.74 5.45
C -16.60 -17.17 5.22
H -19.18 -16.23 9.45
O -18.70 -12.10 7.09
C -20.24 -16.34 2.36
H -25.50 -24.64 3.76
C -18.97 -21.17 4.82
H -26.03 -15.50 9.96
O -17.47 -16.84 7.42
C -17.37 -11.90 6.62
C -21.80 -23.45 6.31
O -20.19 -20.42 4.72
H -16.78 -11.48 7.43
H -21.60 -15.62 10.40
O -19.16 -15.24 4.33
H -18.05 -15.74 2.74
H -23.78 -22.63 7.57
O -24.69 -23.80 5.57
H -26.33 -25.02 5.20
H -22.39 -24.31 6.64
O -25.02 -16.86 8.87
O -17.53 -17.96 4.52
H -20.71 -20.85 4.04
H -25.45 -18.23 5.73
O -21.44 -19.85 7.81
H -24.57 -19.08 3.78
H -21.21 -23.13 7.16
H -22.00 -17.32 10.28
H -15.73 -13.40 6.59
H -19.09 -21.80 6.87
H -17.15 -16.49 8.25
H -22.36 -14.62 5.64
H -25.76 -14.71 7.40
C -18.44 -21.18 6.25
H -24.52 -21.89 4.77
O -19.77 -18.08 9.07
H -25.22 -13.61 8.67
H -24.27 -17.38 7.37
H -18.56 -14.51 4.54
O -22.22 -15.43 5.16
N -23.45 -21.82 7.07
C -22.80 -22.29 5.91
H -16.11 -18.34 7.08
H -23.55 -23.06 4.02
H -19.91 -18.36 2.39
H -18.26 -20.68 4.16
H -17.57 -19.91 7.40
C -19.07 -15.40 2.93
H -17.31 -14.05 6.65
H -24.46 -19.58 6.12
O -20.19 -17.66 2.99
H -22.65 -15.95 8.53
H -24.29 -21.35 6.76
H -19.06 -11.24 7.32


# 5
41
Properties=species:S:1:pos:R:3 method="wB97M-V/def2-TZVPD" de_lowest_kcal_mol=88.20 charge=+2 s_squared=0.79 orbital_gap_ev="6.0 / 6.6" homo_energy_ev="-15.79 / -15.79" multiplicity=2 lumo_energy_ev="-9.757 / -9.187"
H 1.44 -0.05 -1.56
H 0.92 4.76 1.89
H -0.05 3.20 1.62
H -1.88 -2.77 -0.99
C 1.58 -0.46 -0.56
C 1.99 2.86 1.88
O -1.99 -0.52 -2.16
N 0.37 -1.31 -0.16
H 1.23 1.22 0.75
H 2.96 3.36 1.86
C -1.00 -0.57 0.15
H -0.04 -2.91 1.26
H 2.06 2.01 1.20
Br 1.73 2.30 3.80
O -2.60 0.23 3.98
C 0.23 -2.36 -1.36
H -2.11 1.07 -0.74
H -0.85 0.18 0.92
H -1.13 -3.94 -2.10
Br 1.01 4.20 -0.51
H -1.82 0.79 -3.62
C 0.88 3.76 1.46
H -1.77 -1.23 0.55
H -0.64 0.82 -1.56
H 2.58 0.09 1.33
C 2.05 0.55 0.49
H -2.84 -0.61 -3.94
C -1.46 0.28 -1.10
Br -1.35 1.60 1.82
H 2.81 1.17 0.02
H 1.60 -2.71 0.85
V -1.19 0.85 3.73
H 0.96 -1.45 1.91
H 1.17 -2.91 -1.38
C -0.95 -3.27 -1.25
C -2.62 0.17 -3.21
C 0.71 -2.13 1.10
H 0.16 -1.73 -2.25
H -3.55 0.64 -2.87
H -0.93 -3.95 -0.40
H 2.32 -1.22 -0.83


# 6
23
Properties=species:S:1:pos:R:3 method="wB97M-V/def2-TZVPD" de_lowest_kcal_mol=15.62 charge=-1 s_squared=0.76 orbital_gap_ev="2.5 / 7.0" homo_energy_ev="1.03 / -3.48" multiplicity=2 lumo_energy_ev="3.539 / 3.489"
C 0.16 -1.12 -2.81
C 0.39 0.15 2.63
H -0.31 -0.73 -1.91
H 1.08 0.31 -0.64
C -2.07 0.90 1.66
H 0.80 -1.93 -2.45
H -0.49 0.66 4.57
H 2.29 -0.13 0.67
C -1.12 0.44 0.74
H -3.07 1.00 1.20
H -0.55 -1.63 -3.48
H -2.43 1.68 3.68
H 1.18 -0.36 3.20
C -1.80 1.14 2.98
C 1.05 -0.13 -3.56
H -1.26 0.32 -0.32
C 0.22 0.13 1.24
H 0.63 0.85 -3.77
C 1.27 -0.26 0.26
H 1.93 0.09 -2.96
H 1.39 -0.66 -4.46
H 1.25 -1.35 0.05
C -0.56 0.66 3.48


# 7
17
Properties=species:S:1:pos:R:3 method="wB97M-V/def2-TZVPD" de_lowest_kcal_mol=54.73 smiles=OCCC1COC1 orbital_gap_ev=10.3 homo_energy_ev=-9.43 lumo_energy_ev=0.821
H 0.75 -2.14 0.60
H -0.64 0.95 1.08
H 0.58 -0.54 -1.26
C 0.92 -1.10 0.83
C -0.52 0.87 0.00
H -1.79 0.32 -1.68
H -2.91 -1.25 -0.39
C -1.83 0.36 -0.58
C 0.65 -0.07 -0.27
C 2.09 0.39 0.02
H -2.63 1.07 -0.30
H 0.44 -0.82 1.78
H 2.17 1.34 0.56
O 2.32 -0.75 0.86
O -2.08 -0.92 -0.03
H -0.33 1.88 -0.38
H 2.80 0.41 -0.83


# 8
8
Properties=species:S:1:pos:R:3 method="wB97M-V/def2-TZVPD" de_lowest_kcal_mol=70.98 orbital_gap_ev=11.3 homo_energy_ev=-10.29 lumo_energy_ev=1.015
N -2.06 -0.53 0.01
C -0.25 1.23 0.00
C 1.89 0.01 0.01
C -3.11 -0.10 0.00
N 0.76 0.64 0.00
C 2.97 -0.53 0.00
H -4.09 0.30 -0.01
H 3.90 -1.02 0.00


# 9
17
Properties=species:S:1:pos:R:3 method="wB97M-V/def2-TZVPD" de_lowest_kcal_mol=159.10 orbital_gap_ev="8.5 / 8.4" homo_energy_ev="-8.71 / -8.83" lumo_energy_ev="-0.181 / -0.415"
H 1.62 -2.46 1.21
H -1.89 -1.01 -0.87
P 0.65 0.53 -0.02
N -0.56 0.64 -1.17
H 0.30 -2.72 0.05
O 2.84 0.55 -1.19
H -2.21 0.44 0.08
O 0.46 -0.82 0.84
H -2.57 0.43 -1.65
C 0.21 1.75 1.26
H 0.86 2.61 1.15
H 0.35 1.30 2.23
H -0.22 0.43 -2.10
C -1.87 0.08 -0.89
H 1.76 -1.80 -0.44
H -0.82 2.07 1.12
C 1.07 -2.02 0.38


# 10
18
Properties=species:S:1:pos:R:3 method="wB97M-V/def2-TZVPD" de_lowest_kcal_mol=12.50 smiles=CCC.CSS orbital_gap_ev=9.7 homo_energy_ev=-9.12 lumo_energy_ev=0.618
H -5.09 1.45 4.24
H 1.53 -2.22 -0.82
C 2.31 -1.61 -2.70
H 0.60 0.10 -1.50
H -1.73 0.76 2.69
H 2.29 -0.66 -3.22
S -3.93 1.28 1.83
H 1.17 -0.25 0.23
H -1.78 1.40 0.98
C -2.16 1.49 2.00
H 1.53 -2.26 -3.08
H 2.19 0.73 -0.78
H 3.23 -2.16 -2.93
H -1.83 2.49 2.27
H 2.99 -1.53 -0.55
S -4.85 2.40 3.30
C 1.42 -0.04 -0.81
C 2.11 -1.37 -1.19


# 11
18
Properties=species:S:1:pos:R:3 method="wB97M-V/def2-TZVPD" de_lowest_kcal_mol=76.76 smiles="C=C(/C=C/C)NC" orbital_gap_ev=9.0 homo_energy_ev=-7.93 lumo_energy_ev=1.094
C 0.95 -1.27 -1.77
H 1.12 -1.04 2.59
H -1.14 2.62 1.24
H 0.29 -2.24 0.77
H 1.14 0.46 1.74
C -0.45 0.44 -0.86
C -1.11 0.92 0.20
H 1.67 -2.14 -1.49
H -2.69 2.39 0.67
H -0.71 0.91 -1.81
H 1.38 -0.65 -2.53
N 0.49 -1.26 0.65
C 0.28 -0.89 -0.69
C 1.34 -0.60 1.62
H -1.44 0.36 1.06
C -1.67 2.36 0.32
H 2.36 -0.71 1.23
H -1.42 2.91 -0.60


# 12
16
Properties=species:S:1:pos:R:3 method="wB97M-V/def2-TZVPD" de_lowest_kcal_mol=95.57 orbital_gap_ev=9.1 homo_energy_ev=-8.69 lumo_energy_ev=0.424
H -2.44 0.04 -1.09
C -0.81 0.93 1.18
C -1.66 -0.71 -0.93
H -1.79 -1.15 0.06
H -0.08 0.32 -2.10
C 1.86 -0.37 0.92
H 0.37 -0.93 -0.93
N -1.47 0.82 2.12
H -0.15 2.06 -0.48
H 1.11 -0.82 1.59
H 2.46 -1.15 0.44
H -1.77 -1.51 -1.67
C 0.02 1.07 -0.03
C -0.27 -0.07 -1.09
C 1.42 0.62 -0.09
H 2.57 0.21 1.52


# 13
22
Properties=species:S:1:pos:R:3 method="wB97M-V/def2-TZVPD" de_lowest_kcal_mol=18.01 charge=+1 smiles=CCCSSCC[NH3+] orbital_gap_ev=8.9 homo_energy_ev=-12.47 lumo_energy_ev=-3.541
H -0.91 -2.24 2.85
C 0.44 -2.12 0.55
C 0.57 3.82 -1.88
N -0.91 -3.14 2.35
H 0.44 4.06 -2.92
H -1.11 2.76 -1.08
S -0.41 0.78 0.52
H -0.45 1.99 -2.45
H -1.69 -2.36 0.56
H 1.38 -2.68 0.53
H 1.58 3.86 -1.52
H -0.06 -3.54 2.68
C -0.16 2.50 -1.54
H 1.19 0.83 -1.30
S 0.63 -0.61 1.53
H -1.74 -3.68 2.59
C -0.80 -2.90 0.88
H 0.17 4.65 -1.28
C 0.70 1.58 -0.67
H 1.55 2.09 -0.22
H -0.80 -3.84 0.35
H 0.41 -1.81 -0.50


# 14
30
Properties=species:S:1:pos:R:3 method="wB97M-V/def2-TZVPD" charge=-1 orbital_gap_ev=7.9 homo_energy_ev=-5.47 lumo_energy_ev=2.472
H -2.17 5.03 -4.02
O 3.56 -2.95 -0.37
O 0.30 0.27 -0.83
H -0.60 2.14 -1.40
H -1.66 -1.49 1.73
H -1.91 -2.80 0.60
C -2.10 5.05 -1.91
S 2.36 -1.24 1.56
O -1.36 -2.56 4.14
H -2.58 6.00 -1.75
O 2.91 -0.34 0.62
C 0.00 -1.80 0.37
C -1.07 3.04 -1.79
P 2.12 -3.59 -0.03
H 4.27 -3.39 0.11
N -1.90 4.57 -3.18
N -0.43 -2.68 3.46
O -0.78 -3.30 2.20
O -0.59 0.36 1.22
N 1.29 -2.34 0.91
C -1.27 3.35 -3.11
C -0.10 -0.22 0.25
C -1.17 -2.33 1.24
C -1.60 4.12 -1.03
F 1.51 -0.48 2.59
O 3.29 -2.02 2.32
H -1.61 4.21 0.04
Cl 2.66 -4.93 1.51
H -1.01 2.80 -4.00
Br -0.35 -2.48 -1.47


# 15
4
Properties=species:S:1:pos:R:3 method="wB97M-V/def2-TZVPD" de_lowest_kcal_mol=0.00 charge=+5 orbital_gap_ev=9.1 homo_energy_ev=-36.82 lumo_energy_ev=-27.709
Be -2.10 -0.12 -1.68
Be 2.41 1.09 -0.09
F 0.07 -0.06 -0.34
Be -0.39 -0.91 2.11


# 16
11
Properties=species:S:1:pos:R:3 method="wB97M-V/def2-TZVPD" de_lowest_kcal_mol=8.23 smiles="[H]/N=C/NC(N)=O" orbital_gap_ev=10.5 homo_energy_ev=-9.73 lumo_energy_ev=0.800
N 2.37 0.57 0.48
H 0.41 -0.22 1.62
H -1.96 0.99 -0.34
C 1.24 0.40 -0.07
C -0.91 -0.70 0.15
N -1.81 0.02 -0.58
O -0.96 -1.90 0.31
H 3.09 0.76 -0.22
H -2.62 -0.50 -0.91
H 1.04 0.46 -1.14
N 0.12 0.12 0.71


# 17
17
Properties=species:S:1:pos:R:3 method="wB97M-V/def2-TZVPD" charge=-1 orbital_gap_ev=6.9 homo_energy_ev=-3.24 lumo_energy_ev=3.686
H -1.22 -2.79 0.80
C -0.80 -1.99 0.13
H 0.27 -2.21 -0.15
H 0.81 1.51 1.56
H 2.44 1.19 -0.15
H -1.55 0.49 -1.83
H 1.35 -0.10 2.21
Si -1.91 1.01 -0.49
Br 1.48 1.86 -2.20
H -1.53 2.41 -0.33
H -1.47 -1.94 -0.81
H -3.36 0.77 -0.26
C 0.87 0.39 1.30
H 2.49 -0.65 0.17
C 1.81 0.27 -0.02
H 1.21 0.07 -0.94
P -0.88 -0.29 1.02


# 18
46
Properties=species:S:1:pos:R:3 method="wB97M-V/def2-TZVPD" de_lowest_kcal_mol=0.00 charge=+2 s_squared=8.78 orbital_gap_ev="9.8 / 7.1" homo_energy_ev="-14.63 / -15.92" multiplicity=6 lumo_energy_ev="-4.780 / -8.853"
Cl -0.99 1.74 -2.22
N 0.47 -2.33 -0.68
H -2.41 1.99 4.02
P -0.43 -1.10 2.59
H 0.53 -5.54 -1.18
C 0.33 -4.48 -1.06
P 0.83 1.10 1.39
P -3.55 2.89 0.63
H -4.49 2.32 2.74
N -0.88 -3.95 -1.28
N -2.97 4.87 -1.04
H 2.94 1.31 1.91
O -0.29 2.10 1.38
Co -1.39 0.54 0.07
O -1.60 -0.43 1.86
H -2.65 4.44 -1.91
C 1.18 -3.45 -0.67
N -2.42 1.99 3.00
H -3.53 3.79 2.91
Cl 2.30 1.94 -3.31
H -1.34 3.85 -0.10
O 0.73 0.09 2.60
O 2.21 1.83 1.56
O -3.06 1.55 0.14
O 0.14 -2.33 2.05
H -2.48 -4.24 -2.60
O -0.85 -1.11 4.11
Cl 0.58 4.75 -2.04
H -0.47 -1.84 4.62
O -4.83 3.46 0.16
H 0.77 -1.40 -0.35
C -2.09 -4.67 -1.68
Ge 1.00 2.65 -1.80
H -1.82 -5.71 -1.86
H -4.00 4.70 -0.94
H -2.25 4.96 0.94
H -2.83 -4.61 -0.89
H -2.77 5.87 -1.10
O 0.73 0.29 0.08
C -2.33 4.22 0.15
H -2.43 1.00 2.68
H 2.22 -3.49 -0.39
H -1.50 2.32 2.65
C -3.55 2.80 2.46
C -0.83 -2.59 -1.03
S -2.12 -1.56 -1.13


# 19
16
Properties=species:S:1:pos:R:3 method="wB97M-V/def2-TZVPD" de_lowest_kcal_mol=99.91 orbital_gap_ev=8.5 homo_energy_ev=-8.52 lumo_energy_ev=-0.007
O 1.84 -1.23 -1.18
C -1.30 -1.21 -1.04
C -0.83 1.65 0.50
H 1.95 0.96 1.02
C 1.94 -0.88 -0.03
H -1.07 -2.12 -1.59
H -1.16 -1.40 0.03
H -2.34 -0.93 -1.21
H -0.50 2.66 0.81
H 2.63 -1.43 0.64
H 0.71 -0.15 1.58
C 0.34 1.10 -0.23
H -1.67 1.82 -0.18
H -0.63 -0.41 -1.40
H -1.15 1.12 1.40
C 1.18 0.25 0.65